Here is an isolated molecule of C8H17NOSi at a distorted geometry from the OMol25 dataset. Energies are from ωB97M-V with the def2-TZVPD basis set.

LUMO level (spin up / spin down) = 0.5 / -0.4 eV
Gap between HOMO and LUMO (spin up / spin down) = 0.3293 / 0.2540 Eh
Largest force on an atom = 2.36 eV/Å
ΔE to the lowest compared entry with this formula, charge and spin = 3.599 eV
Spin multiplicity = 1

Structure (XYZ):
```
28
Properties=species:S:1:pos:R:3:forces:R:3
C 0.5463 1.1893 3.5986 0.4 2.3 0.5
C -1.4252 0.7963 0.4776 0.2 0.0 0.3
C -1.1810 1.2540 1.9375 -0.3 0.1 -0.1
C -0.3701 1.1189 -0.5245 0.1 -0.2 0.3
C -0.1087 -0.9169 2.6908 0.1 0.0 0.1
C 0.6898 -1.7918 -0.8351 -0.2 0.7 -0.1
C 2.0432 0.5619 -2.3361 -0.6 -0.2 0.3
C -0.7714 -0.4722 -3.1841 0.3 0.3 0.6
N -0.1492 0.5499 2.7030 -0.2 -1.3 -0.8
O 1.3518 0.9697 4.4528 -0.1 -0.9 -0.2
Si 0.3789 -0.1047 -1.6886 0.5 -0.7 -0.8
H -1.6482 -0.2695 0.4491 -0.2 -0.1 0.0
H -2.3516 1.3179 0.1961 0.0 -0.1 0.0
H -0.9060 2.3105 1.9385 -0.1 -0.1 0.1
H -2.1309 1.1437 2.4778 0.1 0.1 -0.1
H -0.0801 2.1590 -0.5501 0.1 0.2 -0.1
H -0.8263 -1.2940 1.9711 0.0 -0.1 0.0
H 0.8908 -1.2509 2.4160 0.0 -0.1 0.0
H -0.3496 -1.3046 3.6814 0.0 0.0 0.0
H -0.2414 -2.2986 -0.5996 -0.2 -0.1 0.1
H 1.2616 -2.4522 -1.4805 0.1 0.0 -0.2
H 1.2502 -1.6770 0.0870 0.1 0.0 0.2
H 1.9085 1.4877 -2.8833 -0.1 0.2 -0.1
H 2.7301 0.7597 -1.5199 0.1 0.0 0.2
H 2.5197 -0.1488 -3.0047 0.0 -0.2 -0.1
H -0.7328 0.3286 -3.9164 0.0 0.2 -0.1
H -0.4926 -1.3933 -3.6879 0.1 -0.2 0.0
H -1.8057 -0.5726 -2.8664 -0.2 0.0 0.1
```
Positions in Å, forces in eV/Å.

The Löwdin scheme yields these atomic charges, measured in e: -0.281, -0.260, -0.160, -0.115, -0.019, -0.180, -0.186, -0.180, -0.146, 0.069, 0.521, 0.080, 0.118, 0.118, 0.122, 0.058, 0.071, 0.088, 0.095, 0.022, 0.027, 0.009, 0.021, 0.023, 0.024, 0.019, 0.023, 0.018